Computed, not measured: a 20-piece molecular cluster, C47H81N19O2P overall in a non-equilibrium geometry, with ωB97M-V with the def2-TZVPD basis set.

```
150
Properties=species:S:1:pos:R:3:forces:R:3:lowdin_charge:R:1
C 4.8025 -0.3810 0.9294 -0.15 0.85 -0.63 -0.061
C 5.2201 1.0199 0.4328 -0.21 -0.61 -0.15 -0.282
O 4.1386 1.9272 0.5517 0.50 0.00 0.39 -0.161
C 4.5830 3.2042 0.9736 -0.84 0.60 0.18 -0.239
C 3.3901 4.0836 1.3807 0.13 -0.55 -0.17 -0.173
C 2.3931 3.3716 2.3078 -0.27 0.88 0.75 -0.226
C 0.9346 3.8682 2.1624 0.33 -0.32 -0.58 -0.321
C 0.1490 3.1972 1.0064 0.21 0.57 1.05 -0.365
P -1.6973 3.0826 1.6098 0.10 0.03 -0.36 0.351
C -2.1135 1.6758 0.3393 -0.38 0.23 0.07 -0.415
O -1.4399 0.4247 0.4927 -0.42 -0.17 -0.68 -0.263
C -1.9967 -0.3642 1.5141 0.71 -0.11 0.61 -0.168
H 4.0778 -0.2129 1.7299 0.06 -0.27 -0.02 0.057
H 4.3242 -0.8906 0.0899 -0.13 -0.28 0.37 0.073
H 5.6626 -0.9493 1.2879 -0.10 -0.01 -0.06 0.073
H 5.4642 0.9876 -0.6398 0.47 -0.09 0.22 0.105
H 6.0921 1.3292 1.0216 -0.07 0.31 -0.22 0.106
H 5.1248 3.7225 0.1676 0.25 -0.22 0.13 0.118
H 5.2287 3.0885 1.8585 0.14 0.02 -0.22 0.109
H 2.8685 4.4773 0.5001 0.07 -0.24 -0.02 0.107
H 3.8332 4.9469 1.8940 -0.18 -0.01 -0.07 0.109
H 2.6915 3.5961 3.3448 0.11 -0.16 -0.18 0.066
H 2.3935 2.2826 2.2207 0.14 0.09 -0.31 0.095
H 0.4441 3.6502 3.1218 -0.19 0.02 -0.20 0.064
H 0.9096 4.9578 2.0236 0.10 -0.08 0.24 0.096
H 0.1937 3.8011 0.0895 0.13 -0.24 -0.03 0.052
H 0.6035 2.2058 0.8886 -0.41 -0.02 -0.41 0.063
H -2.1529 4.0600 0.5821 -0.26 -0.06 -0.22 -0.057
H -3.0827 2.9574 2.1598 -0.21 0.11 0.01 -0.083
H -1.2165 2.1640 2.6179 0.11 -0.10 -0.17 -0.057
H -1.5081 4.2233 2.5216 0.12 0.01 0.13 -0.059
H -1.9496 2.0890 -0.6687 0.40 -0.33 0.07 0.056
H -3.2075 1.4965 0.4150 0.13 0.08 0.05 0.041
H -1.4110 -0.1719 2.4206 -0.46 -0.07 0.21 0.056
H -1.9181 -1.4364 1.2948 0.11 0.19 -0.38 0.037
H -3.0591 -0.1589 1.7037 0.11 0.19 -0.05 0.076
C -1.5141 -4.5491 1.9544 -0.26 -0.01 0.16 -0.088
C -2.8367 -4.3123 2.5360 0.35 0.02 -0.33 -0.274
N -3.8753 -4.1202 2.9811 -0.28 -0.01 0.15 0.126
H -1.1112 -3.6208 1.5560 -0.03 0.01 -0.01 0.060
H -0.8392 -4.9292 2.7157 0.04 0.01 -0.02 0.041
H -1.5895 -5.2764 1.1487 -0.04 0.02 -0.02 0.080
C -4.7457 -0.9322 -1.6629 0.01 0.25 0.08 -0.068
C -3.7869 -1.9172 -1.1824 -0.15 0.27 -0.10 -0.262
N -3.0271 -2.6865 -0.8039 0.14 -0.41 0.02 0.159
H -4.7621 -0.9375 -2.7495 0.01 -0.06 0.02 0.021
H -5.7398 -1.1727 -1.2907 0.00 -0.04 0.00 0.075
H -4.4637 0.0614 -1.3121 0.09 -0.05 0.07 0.075
C 2.6229 -2.2573 3.7454 -0.44 -0.19 -0.21 -0.090
C 2.0272 -3.4830 3.2227 -0.04 0.36 0.08 -0.249
N 1.5218 -4.4258 2.8121 0.06 -0.31 -0.06 0.130
H 3.0005 -2.4183 4.7470 0.03 -0.08 -0.01 0.047
H 3.4396 -1.9426 3.1042 0.04 -0.03 0.03 0.045
H 1.8644 -1.4743 3.7697 0.00 0.01 -0.05 0.093
C -4.4135 -5.2238 -2.8102 0.03 -0.12 0.03 -0.060
C -5.2528 -4.0984 -3.2013 0.27 -0.18 0.10 -0.253
N -5.8868 -3.1945 -3.5089 -0.30 0.10 -0.09 0.157
H -3.5043 -4.8548 -2.3365 -0.05 0.08 0.06 0.069
H -4.9475 -5.8609 -2.1055 -0.01 0.04 0.03 0.079
H -4.1457 -5.8096 -3.6881 -0.05 0.03 -0.04 0.033
C 5.1571 1.2996 4.8077 0.05 -0.14 -0.02 -0.046
C 5.0350 -0.1485 4.9513 0.04 0.31 -0.04 -0.243
N 4.9221 -1.2841 5.0635 0.39 0.02 0.25 0.135
H 4.8677 1.5980 3.8004 -0.07 0.03 0.02 0.068
H 4.5083 1.7997 5.5233 0.02 0.02 -0.11 0.038
H 6.1874 1.6025 4.9868 0.01 0.00 -0.01 0.089
C 1.7199 2.8097 7.8120 0.04 -0.01 -0.07 -0.053
C 2.5527 3.3401 6.7364 -0.28 -0.08 0.17 -0.236
N 3.1952 3.7546 5.8828 0.20 0.13 0.02 0.159
H 1.1473 1.9590 7.4470 -0.02 0.02 -0.03 0.089
H 2.3478 2.4902 8.6415 0.00 0.00 0.00 0.081
H 1.0331 3.5792 8.1584 -0.02 0.00 -0.02 0.085
C -2.2945 -4.0632 -6.1137 -0.15 -0.14 0.17 -0.079
C -2.7362 -5.4500 -5.9864 0.09 0.27 -0.06 -0.275
N -3.0928 -6.5345 -5.8742 -0.07 -0.18 0.08 0.124
H -2.5377 -3.6851 -7.1034 0.04 0.00 -0.01 0.076
H -2.7983 -3.4508 -5.3646 -0.02 0.04 -0.04 0.057
H -1.2204 -3.9979 -5.9643 0.01 -0.03 -0.05 0.063
C -5.7997 0.4892 -6.1656 0.05 0.01 0.12 -0.060
C -4.7020 -0.2541 -5.5531 -0.26 0.10 -0.16 -0.258
N -3.8488 -0.8500 -5.0733 0.30 -0.10 -0.01 0.148
H -6.6229 0.5794 -5.4579 -0.04 -0.07 -0.03 0.055
H -5.4586 1.4831 -6.4492 0.01 0.00 0.00 0.080
H -6.1498 -0.0365 -7.0515 -0.03 -0.02 0.02 0.084
C -7.3544 -4.0584 3.6360 -0.08 0.04 -0.16 -0.078
C -8.5648 -3.7601 2.8719 0.24 -0.07 0.18 -0.293
N -9.5126 -3.5261 2.2711 -0.18 0.05 -0.12 0.105
H -6.4793 -3.9878 2.9914 0.06 -0.01 0.08 0.045
H -7.2492 -3.3485 4.4537 0.02 0.01 -0.01 0.080
H -7.4138 -5.0655 4.0436 0.01 -0.01 -0.01 0.080
C 5.1436 6.7140 6.0467 0.10 -0.18 -0.22 -0.079
C 5.9600 7.2362 4.9490 -0.21 -0.16 -0.01 -0.238
N 6.5633 7.6399 4.0538 -1.74 2.61 3.82 0.053
H 4.5645 5.8551 5.7073 0.00 0.00 0.06 0.036
H 5.7870 6.4051 6.8694 -0.02 -0.01 0.01 0.074
H 4.4616 7.4853 6.4008 0.02 0.01 0.00 0.075
C -0.4217 -0.1906 -6.4529 -0.03 -0.05 0.00 -0.065
C -0.1951 -1.4508 -7.1544 0.02 0.25 0.19 -0.276
N -0.0176 -2.4560 -7.6755 0.06 -0.11 -0.18 0.131
H 0.5138 0.3542 -6.3437 0.02 -0.04 0.00 0.081
H -1.1259 0.4218 -7.0122 -0.03 -0.01 0.02 0.078
H -0.8354 -0.3968 -5.4667 -0.05 0.04 -0.01 0.077
C 9.0702 6.9315 0.3718 -0.08 0.09 0.20 -0.074
C 8.1641 6.9110 1.5213 0.23 0.17 -0.06 -0.213
N 7.4540 6.8959 2.4289 1.66 -2.59 -3.71 0.083
H 8.7652 7.7068 -0.3251 0.11 0.01 -0.03 0.030
H 10.0897 7.1256 0.7015 -0.01 0.00 -0.01 0.079
H 9.0384 5.9711 -0.1393 0.01 0.00 -0.01 0.082
C -4.7717 1.4072 4.7614 0.08 0.04 -0.02 -0.077
C -3.3287 1.3750 4.5423 -0.34 0.10 -0.14 -0.284
N -2.2003 1.3497 4.3453 0.22 -0.40 0.86 0.124
H -5.0081 0.9872 5.7382 -0.02 -0.01 0.00 0.070
H -5.1271 2.4349 4.7173 0.00 0.00 -0.05 0.077
H -5.2737 0.8246 3.9911 0.00 0.02 -0.02 0.076
C 7.6713 -0.1437 -2.7743 0.04 0.01 0.08 -0.074
C 8.3870 -0.0814 -1.5020 -0.18 0.00 -0.23 -0.292
N 8.9433 -0.0309 -0.5019 0.12 0.00 0.19 0.128
H 8.2494 -0.7188 -3.4949 0.00 0.00 0.00 0.078
H 6.7041 -0.6212 -2.6293 -0.01 0.01 0.00 0.078
H 7.5179 0.8622 -3.1602 -0.02 0.00 0.00 0.083
C -3.9065 -9.1306 -2.8355 -0.07 0.16 0.00 -0.073
C -4.7700 -9.0082 -1.6644 0.19 -0.02 -0.24 -0.294
N -5.4495 -8.9120 -0.7458 -0.14 -0.03 0.17 0.117
H -3.9710 -8.2288 -3.4428 0.03 0.00 -0.01 0.054
H -2.8745 -9.2738 -2.5217 0.00 -0.02 -0.01 0.088
H -4.2151 -9.9833 -3.4332 0.04 -0.01 -0.02 0.039
C 5.7326 7.8115 -2.0511 0.03 -0.04 0.03 -0.058
C 7.1325 8.0868 -2.3625 -0.30 -0.05 -0.05 -0.279
N 8.2341 8.2981 -2.6012 0.12 0.07 -0.07 0.127
H 5.6466 7.4656 -1.0215 0.00 0.02 0.01 0.084
H 5.1421 8.7183 -2.1712 0.02 0.02 0.03 0.083
H 5.3502 7.0404 -2.7197 0.11 0.06 0.09 0.027
C 3.1804 6.7773 -5.7542 0.05 -0.05 0.05 -0.062
C 4.3177 6.1568 -5.0797 -0.24 0.07 -0.19 -0.267
N 5.2078 5.6667 -4.5502 0.14 -0.10 0.03 0.141
H 3.2267 6.5690 -6.8211 0.00 0.00 0.00 0.082
H 2.2515 6.3778 -5.3519 0.00 0.00 0.01 0.086
H 3.2027 7.8543 -5.5995 -0.01 0.00 0.00 0.082
C -5.0312 -13.3782 -1.3217 0.01 0.03 -0.07 -0.063
C -4.4101 -12.7967 -2.5089 -0.12 -0.11 0.25 -0.265
N -3.9223 -12.3333 -3.4362 0.07 -0.02 -0.17 0.138
H -4.2795 -13.5292 -0.5497 0.00 0.01 0.01 0.083
H -5.8005 -12.7072 -0.9441 0.02 0.02 0.01 0.084
H -5.4827 -14.3357 -1.5735 0.00 0.00 0.00 0.080
C -9.2116 -2.1672 -2.5083 0.06 0.09 -0.05 -0.068
C -9.0309 -1.2705 -3.6489 0.01 -0.21 0.23 -0.278
N -8.8889 -0.5650 -4.5410 0.05 0.15 -0.15 0.123
H -9.9346 -2.9418 -2.7554 0.00 0.00 -0.01 0.082
H -8.2600 -2.6335 -2.2580 0.02 0.00 -0.06 0.054
H -9.5719 -1.6047 -1.6490 -0.01 -0.01 0.00 0.083
```
Positions in Å, forces in eV/Å.

Results
net charge	-1
gap between HOMO and LUMO	4.9	eV
multiplicity	1
calculated total energy	-3371.29757	Eh
E_HOMO	-3.245	eV